[1]
This record from the Open Molecules 2025 dataset describes a 2-piece molecular cluster, C5H16NO overall. The level of theory is the ωB97M-V functional and the def2-TZVPD basis.

Geometry as ORCA input:
```
! wB97M-V def2-TZVPD RIJCOSX def2/J DEFGRID3
* xyz 1 1
O -0.1208 2.6720 0.8622
N -1.1495 -1.6494 0.4128
C 0.5835 -0.5419 -1.7922
C -0.0687 0.7728 -2.2005
C -0.1868 -0.5045 0.6696
C 0.9594 -0.6319 -0.3176
C 0.2485 -0.5606 2.1122
H 0.9125 0.2704 2.3306
H -0.2188 0.8575 -3.2747
H -0.0702 -1.3677 -2.1112
H 1.6727 0.1638 -0.0932
H -0.7388 0.4066 0.4692
H -0.7895 3.1405 1.3791
H 0.5354 1.6240 -1.8815
H -1.0524 0.9079 -1.7417
H 1.5037 -1.5621 -0.1140
H -1.9358 -1.6364 1.0540
H 0.7826 -1.4903 2.3248
H -0.6683 -2.5412 0.5400
H 0.5368 3.3343 0.6736
H 1.4962 -0.7057 -2.3664
H -0.5800 -0.4949 2.8200
H -1.5004 -1.6222 -0.5446
*
```

The energy above the lowest of the compared OMol25 structures with the same formula, charge and spin comes out at 23.99 kJ/mol. The frontier orbital gap comes out at 11.7 eV.



[2]
This record from the Open Molecules 2025 dataset describes C3HBr3O2 as an isolated structure in a non-equilibrium geometry. The level of theory is the ωB97M-V functional and the def2-TZVPD basis.

Geometry as ORCA input:
```
! wB97M-V def2-TZVPD RIJCOSX def2/J DEFGRID3
* xyz 0 1
Br 5.1005 -0.3383 1.5346
Br 1.6216 2.1311 1.2387
Br 4.4832 -1.1674 -1.3020
O 2.1629 1.2950 -1.4114
O -0.0504 1.8622 -1.1351
C 3.7741 -0.7741 0.3820
C 0.8775 1.4676 -1.8247
C 2.5925 1.5042 -0.2631
H 0.8111 1.0682 -2.8924
*
```

The energy above the lowest of the compared OMol25 structures with the same formula, charge and spin comes out at 502.13 kJ/mol. The frontier orbital gap (alpha / beta) comes out at 7.1 / 7.1 eV.



[3]
This record from the Open Molecules 2025 dataset describes C20H44CrNOP3Se as an isolated structure in a non-equilibrium geometry. The level of theory is the ωB97M-V functional and the def2-TZVPD basis.

Geometry as ORCA input:
```
! wB97M-V def2-TZVPD RIJCOSX def2/J DEFGRID3
* xyz 3 4
Se 4.3249 -1.1611 0.1253
Cr 2.4306 -0.4649 0.2945
P 2.0167 0.9889 -1.3901
P 1.0654 -2.1852 0.8406
P 2.1470 0.9165 2.0689
O -1.5641 1.2991 1.2723
N -3.7271 1.9857 1.5858
C 5.7171 -3.3517 -1.1697
C 5.2095 -4.4397 -3.2741
C -4.0135 2.0032 0.1588
C -1.5896 -1.2412 -2.4284
C 6.0406 -4.2826 -2.1555
C -2.4991 -0.8833 -1.3866
C -2.5054 1.6335 2.0235
C 3.7635 1.1836 2.8675
C 1.5016 2.6058 1.8488
C 0.5402 2.0524 -1.4402
C 4.5615 -2.5616 -1.2983
C -0.5852 -1.9829 1.5744
C 3.4527 2.1187 -1.3152
C 4.0380 -3.6782 -3.3879
C 2.0046 -3.1168 2.0986
C -4.8025 2.2401 2.5311
C 1.0782 0.3332 3.4193
C 3.6985 -2.7588 -2.3834
C 2.0984 0.3815 -3.1042
C 0.7921 -3.4245 -0.4579
H -0.3582 -0.9864 -1.6199
H 2.9125 -0.3443 -3.2157
H 0.0295 0.4311 3.1078
H 6.3521 -3.2113 -0.2936
H 1.6407 -4.1522 2.0983
H -5.3052 1.3103 2.8391
H -1.2217 -2.8321 1.2900
H 1.2556 0.9601 4.3042
H -0.3344 1.4395 -1.6938
H 4.4353 1.7172 2.1833
H 3.5354 2.6237 -2.2859
H 4.2188 0.2186 3.1212
H -1.0509 -1.0532 1.2236
H -5.5394 2.9008 2.0642
H -0.5125 -1.9430 2.6684
H -2.4134 1.6701 3.1249
H 1.9824 3.1144 1.0054
H 6.9444 -4.8831 -2.0483
H -3.2450 2.5778 -0.3742
H 1.1493 -0.1024 -3.3664
H -1.5177 -2.3052 -2.7109
H -4.3831 2.7133 3.4274
H -4.0416 0.9903 -0.2647
H 3.0740 -3.1075 1.8508
H 1.2933 -0.7110 3.6749
H 2.7614 -2.1978 -2.4588
H 0.5310 -4.3805 0.0161
H -2.1786 -0.1609 -0.6237
H 1.7004 -3.5551 -1.0589
H 1.6990 3.1784 2.7663
H 1.8695 -2.6818 3.0958
H 0.4173 2.5501 1.6826
H -1.4340 -0.5853 -3.3033
H 4.3673 1.5391 -1.1319
H 2.2791 1.2309 -3.7789
H 3.3889 -3.8002 -4.2541
H 3.6172 1.7781 3.7795
H 5.4757 -5.1549 -4.0544
H 0.3504 2.5194 -0.4692
H -3.4981 -1.3271 -1.3523
H -0.0249 -3.1026 -1.1155
H 0.6764 2.8345 -2.2009
H -4.9893 2.4765 0.0296
H 3.3440 2.8667 -0.5214
*
```

The energy above the lowest of the compared OMol25 structures with the same formula, charge and spin comes out at 183.24 kJ/mol. The frontier orbital gap (alpha / beta) comes out at 4.1 / 4.2 eV.



[4]
This record from the Open Molecules 2025 dataset describes a 2-piece molecular cluster, C49H48N5S overall in a non-equilibrium geometry. The level of theory is the ωB97M-V functional and the def2-TZVPD basis.

Geometry as ORCA input:
```
! wB97M-V def2-TZVPD RIJCOSX def2/J DEFGRID3
* xyz 1 1
S 6.9620 -0.1616 3.4292
N 0.0057 -4.1447 -3.5005
N 5.2315 -2.1554 3.9072
N 10.3635 -0.5480 4.9196
N 3.1298 -1.1348 3.8976
N -3.6102 4.9639 -0.3503
C 3.4709 -4.5021 -4.7895
C -1.8051 1.1724 0.0801
C -6.0358 4.7687 -0.4411
C -3.0235 3.7027 -0.2468
C -1.1451 -6.2853 -3.5363
C -0.3760 -3.1320 -2.5745
C -3.1289 5.9380 -1.2756
C 1.1633 -3.9547 -4.3164
C -1.6713 1.9035 -1.1469
C 0.8645 -0.3472 3.4884
C -7.2969 5.1120 0.0476
C 0.0004 -3.2939 -1.2278
C 4.2035 0.9395 4.8315
C -4.9983 5.9643 1.4063
C -1.0815 -1.1725 -0.6789
C -1.8840 -4.5012 -5.0183
C 3.2225 -3.5007 3.1858
C 3.5862 -2.9225 5.5814
C 3.7323 0.6793 2.3677
C -2.4676 1.8282 1.1662
C -6.2638 6.2709 1.9125
C -1.0207 -4.9802 -4.0374
C -0.4516 -0.0346 4.0785
C -2.9060 -5.3295 -5.4898
C 4.0949 -0.0489 3.6596
C 2.2669 -2.9269 -6.1952
C -1.3164 -0.1511 0.2824
C -0.3226 -2.3289 -0.3040
C -2.3106 3.1235 -1.3223
C 9.2297 -0.8141 4.8814
C -4.8918 5.2115 0.2300
C 3.7838 -2.4449 4.1469
C -3.0580 -6.6217 -4.9742
C 1.1219 -3.0930 -5.4108
C 5.3928 -0.9083 3.6204
C -2.1183 6.8183 -0.8639
C -1.5403 7.6694 -1.8046
C 3.4433 -3.6156 -5.8737
C -3.6584 5.9869 -2.5633
C 7.7826 -1.1238 4.8409
C -3.0522 6.8183 -3.5102
C 1.8057 -0.9612 4.2353
C 2.3270 -4.6786 -4.0118
C -3.0986 3.0392 0.9942
C -1.1105 -2.0089 -2.9760
C -1.9712 7.6268 -3.1365
C -7.4126 5.8547 1.2292
C -2.1665 -7.1060 -4.0093
C -1.5663 -1.1104 -2.0219
H -5.9119 4.1748 -1.3489
H -3.6499 3.5125 1.8086
H -1.2022 0.1494 3.3029
H 3.7792 -4.4370 3.3007
H 4.3407 -3.4576 -6.4756
H -3.8804 -7.2480 -5.3251
H 4.1661 -3.8406 5.7205
H 3.3212 1.5891 4.8919
H 0.0325 -2.4339 0.7249
H 3.3136 -3.1790 2.1426
H 4.3820 -5.0526 -4.5444
H -1.7494 -3.4872 -5.3987
H -3.5793 -4.9458 -6.2538
H 5.0853 1.5788 4.6710
H -1.4726 8.2379 -3.8922
H 2.1611 -3.6775 3.4009
H -0.4363 -6.6258 -2.7795
H -2.3377 3.6297 -2.2938
H 2.2239 -2.2522 -7.0495
H -3.4262 6.8163 -4.5338
H -1.7939 6.8071 0.1788
H 1.0375 -0.1135 2.4415
H -2.2619 -0.3258 -2.3089
H -2.2707 -8.1186 -3.6164
H -4.5031 5.3407 -2.8103
H 3.6633 -0.0412 1.5395
H 0.1925 -2.5667 -5.6357
H 4.5041 1.4148 2.1164
H 7.3055 -0.7964 5.7823
H -0.7491 8.3545 -1.4949
H -6.3504 6.8308 2.8452
H 0.5592 -4.1931 -0.9581
H 2.5328 -3.1359 5.7800
H -1.0687 1.4836 -1.9500
H -0.7865 -0.8549 4.7293
H -4.0900 6.2906 1.9167
H 7.5995 -2.1940 4.6576
H 2.7756 1.2006 2.5103
H 3.9379 -2.1879 6.3151
H -2.5239 1.3404 2.1404
H 1.5001 -1.4332 5.1815
H -8.1835 4.7881 -0.4967
H -1.1367 -0.4406 1.3190
H 4.3223 0.4233 5.7954
H -0.4091 0.8535 4.7257
H -8.4045 6.0960 1.6219
H 2.3106 -5.3635 -3.1626
H -1.2923 -1.8585 -4.0440
*
```

The frontier orbital gap comes out at 4.9 eV.



The following E_tot values (in eV) correspond, in order, to the records above: -8976.266; -217342.858; -146595.272; -69869.300.